## one
Computed, not measured: a cluster of 3 separate species, C3H12N2O2 in total, with ωB97M-V/def2-TZVPD.

Output
structure (SMILES)	CC/N=C\N.O.O
HOMO-LUMO gap	9.79	eV

Geometry as ORCA input:
```
! wB97M-V def2-TZVPD RIJCOSX def2/J DEFGRID3
* xyz 0 1
C 1.7179 0.9000 2.5301
C 1.1774 0.0372 1.3816
N 1.5927 0.5459 0.1100
C 0.9901 0.1786 -0.9265
N -0.0247 -0.7595 -1.0335
H 2.6607 1.3047 2.1711
H 1.1128 1.7766 2.6122
H 1.8186 0.2477 3.3899
H 1.4624 -1.0122 1.4567
H 0.0720 0.0140 1.3780
H 1.3335 0.6119 -1.8520
H -0.2031 -1.3085 -0.2098
H -0.0751 -1.1288 -1.9619
O -4.9894 -4.0400 -1.6787
H -5.1316 -4.2242 -0.7401
H -4.0974 -3.6579 -1.6815
O 0.6808 3.5265 -0.1389
H 1.3950 2.8716 -0.0715
H 0.5623 3.6169 -1.0944
*
```

These are the Löwdin partial charges, in e, on atoms 1 to 6:
1 C -0.081
2 C -0.318
3 N -0.016
4 C -0.310
5 N 0.100
6 H 0.067

=====

## two
Computed, not measured: a cluster of 2 separate species, C3H12N2O2 in total, with ωB97M-V/def2-TZVPD.

Output
structure (SMILES)	NCNCCO.O
HOMO-LUMO gap	9.20	eV

Geometry as ORCA input:
```
! wB97M-V def2-TZVPD RIJCOSX def2/J DEFGRID3
* xyz 0 1
N 1.6598 0.8887 -0.7219
C 1.9604 -0.5133 -0.3713
N 1.5081 -1.0377 0.8792
C 0.0898 -1.4124 0.9683
C -0.8136 -0.3476 1.5808
O -1.0036 0.7716 0.7325
H 1.2227 0.9391 -1.6333
H 1.0680 1.3461 -0.0480
H 1.6263 -1.1760 -1.1540
H 3.0551 -0.5940 -0.3740
H 1.6620 -0.4466 1.6798
H -0.2561 -1.6162 -0.0469
H 0.0455 -2.3331 1.5136
H -1.7937 -0.8073 1.7920
H -0.4331 -0.0125 2.5227
H -1.5887 0.4997 0.0142
O -2.6990 1.2237 -2.3926
H -1.9297 1.8015 -2.4679
H -3.4218 1.8558 -2.3160
*
```

These are the Löwdin partial charges, in e, on atoms 1 to 6:
1 N 0.008
2 C -0.327
3 N -0.064
4 C -0.205
5 C -0.253
6 O -0.082

=====

The winner here is one, beating the second structure by 6.3 kcal/mol.

=====

## one
Computed, not measured: a cluster of 3 separate species, C3H12N2O2 in total, with ωB97M-V/def2-TZVPD.

Output
structure (SMILES)	CC(=O)O.NN.C
HOMO-LUMO gap	10.52	eV

Geometry as ORCA input:
```
! wB97M-V def2-TZVPD RIJCOSX def2/J DEFGRID3
* xyz 0 1
C -2.5254 -0.6301 -0.0897
C -1.0538 -0.9221 -0.2093
O -0.4186 -1.5531 0.6187
O -0.5388 -0.5351 -1.3678
H -3.0835 -1.5409 -0.3047
H -2.7532 -0.3276 0.9282
H -2.8135 0.1421 -0.7960
H 0.4581 -0.6014 -1.3549
N 2.0981 -0.2473 0.4483
N 2.2096 -0.5291 -0.9516
H 1.3472 -0.8526 0.8156
H 2.9567 -0.4556 0.9585
H 2.6585 -1.4246 -1.1365
H 2.7624 0.2078 -1.3842
C -0.2724 1.8445 0.7456
H -0.9056 1.4219 1.5181
H 0.0177 2.8427 1.0595
H -0.8181 1.9321 -0.1865
H 0.6746 1.2283 0.6887
*
```

These are the Löwdin partial charges, in e, on atoms 1 to 6:
1 C 0.006
2 C -0.612
3 O 0.039
4 O 0.071
5 H 0.090
6 H 0.085

=====

## two
Computed, not measured: a cluster of 2 separate species, C3H12N2O2 in total, with ωB97M-V/def2-TZVPD.

Output
structure (SMILES)	NCCNCO.O
HOMO-LUMO gap	9.54	eV

Geometry as ORCA input:
```
! wB97M-V def2-TZVPD RIJCOSX def2/J DEFGRID3
* xyz 0 1
N -1.8756 -1.6305 -0.8534
C -0.5365 -1.7113 -0.3357
C -0.0808 -0.5616 0.5410
N 0.0810 0.7117 -0.1992
C -0.8481 1.7654 0.1577
O -0.3895 3.0274 -0.2549
H -2.5506 -1.1867 -0.2553
H -1.9789 -1.2841 -1.7977
H -0.4167 -2.5948 0.2918
H 0.2151 -1.7891 -1.1264
H 0.9134 -0.8421 0.9082
H -0.7500 -0.4446 1.3837
H -0.0097 0.4971 -1.1874
H -0.9187 1.7507 1.2454
H -1.8521 1.6266 -0.2494
H -0.0160 2.9088 -1.1347
O 3.3745 -0.2646 1.1533
H 3.9338 0.4692 1.4461
H 3.7053 -0.4476 0.2668
*
```

These are the Löwdin partial charges, in e, on atoms 1 to 6:
1 N 0.002
2 C -0.302
3 C -0.229
4 N -0.046
5 C -0.332
6 O -0.049

=====

The winner here is one, beating the second structure by 12.7 kcal/mol.

=====

## one
Computed, not measured: a cluster of 2 separate species, C3H12N2O2 in total, with ωB97M-V/def2-TZVPD.

Output
structure (SMILES)	NCNCCO.O
HOMO-LUMO gap	9.96	eV

Geometry as ORCA input:
```
! wB97M-V def2-TZVPD RIJCOSX def2/J DEFGRID3
* xyz 0 1
N -2.0344 0.7156 0.3383
C -1.6604 0.1934 -0.9748
N -0.2529 -0.0639 -1.2440
C 0.2419 -1.1146 -0.3693
C 1.8262 -0.9361 -0.0576
O 2.3908 0.3144 0.4571
H -2.1445 0.0459 1.0681
H -1.3845 1.4891 0.5419
H -2.2197 -0.8726 -1.1736
H -2.0537 1.0378 -1.7217
H -0.1244 -0.0655 -2.2394
H -0.2381 -1.0312 0.5805
H -0.0778 -2.2010 -0.7221
H 2.3572 -1.7846 0.5552
H 2.3762 -0.9372 -1.0668
H 2.0748 0.8766 -0.2887
O 0.0050 1.6804 2.0873
H 0.3815 1.2958 2.8873
H 0.5368 1.3577 1.3423
*
```

These are the Löwdin partial charges, in e, on atoms 1 to 6:
1 N -0.004
2 C -0.347
3 N -0.109
4 C -0.216
5 C -0.219
6 O -0.126

=====

## two
Computed, not measured: a cluster of 2 separate species, C3H12N2O2 in total, with ωB97M-V/def2-TZVPD.

Output
structure (SMILES)	NC[C@@H](N)CO.O
HOMO-LUMO gap	9.67	eV

Geometry as ORCA input:
```
! wB97M-V def2-TZVPD RIJCOSX def2/J DEFGRID3
* xyz 0 1
N 0.4929 0.1270 2.0426
C 0.9136 1.0156 1.0004
C -0.2036 1.2861 -0.0202
N 0.0030 2.6417 -0.5025
C -0.2570 0.0390 -1.1087
O 1.0832 -0.3211 -1.3551
H 0.6807 0.4964 2.9793
H 0.9956 -0.7901 2.0458
H 1.8235 0.6616 0.5226
H 1.1828 2.0222 1.2730
H -1.1741 1.3341 0.6187
H 0.3995 2.7909 -1.3996
H -0.9247 3.0823 -0.6810
H -0.6192 -0.7492 -0.4911
H -0.7570 0.3570 -1.9695
H 1.6285 0.4713 -1.4329
O -1.9304 -4.5877 -0.6780
H -2.2810 -5.5452 -0.6188
H -1.0563 -4.3318 -0.2250
*
```

These are the Löwdin partial charges, in e, on atoms 1 to 6:
1 N -0.003
2 C -0.305
3 C -0.347
4 N 0.006
5 C -0.169
6 O -0.099

=====

The winner here is two, beating the second structure by 3.0 kcal/mol.

=====

## one
Computed, not measured: an isolated molecule of C5H6, with ωB97M-V/def2-TZVPD.

Output
structure (SMILES)	C=C=CC=C
HOMO-LUMO gap	10.03	eV

Geometry as ORCA input:
```
! wB97M-V def2-TZVPD RIJCOSX def2/J DEFGRID3
* xyz 0 1
C 2.4654 -0.2568 0.1566
C 1.2341 0.2605 0.1445
C 0.0225 0.5497 -0.2413
C -1.2584 0.3056 0.4315
C -2.1697 -0.3176 -0.2871
H 3.2324 0.0499 0.8099
H 2.5548 -1.2124 -0.2924
H 0.1355 1.0549 -1.1011
H -1.2682 0.6071 1.4950
H -1.8939 -0.3537 -1.3184
H -3.0544 -0.6873 0.2029
*
```

These are the Löwdin partial charges, in e, on atoms 1 to 6:
1 C 0.010
2 C -0.074
3 C -0.152
4 C -0.173
5 C 0.008
6 H 0.031

=====

## two
Computed, not measured: an isolated molecule of C5H6, with ωB97M-V/def2-TZVPD.

Output
structure (SMILES)	C#CCC=C
HOMO-LUMO gap	10.57	eV

Geometry as ORCA input:
```
! wB97M-V def2-TZVPD RIJCOSX def2/J DEFGRID3
* xyz 0 1
C -1.7497 0.8415 0.9844
C -0.9907 -0.0688 1.0156
C -0.1347 -1.1050 0.5608
C 0.7757 -0.4311 -0.4007
C 0.5653 0.8121 -0.8060
H -2.4357 1.5453 1.3491
H 0.4647 -1.6402 1.3368
H -0.7853 -1.8419 0.0979
H 1.2882 -0.9315 -1.2513
H 0.2091 1.5491 -0.1689
H 0.9008 1.2312 -1.7017
*
```

These are the Löwdin partial charges, in e, on atoms 1 to 6:
1 C 0.116
2 C -0.187
3 C -0.219
4 C -0.168
5 C -0.006
6 H 0.028

=====

## three
Computed, not measured: an isolated molecule of C5H6, with ωB97M-V/def2-TZVPD.

Output
structure (SMILES)	C#CC(=C)C
HOMO-LUMO gap (spin up / spin down)	8.75 / 8.03	eV

Geometry as ORCA input:
```
! wB97M-V def2-TZVPD RIJCOSX def2/J DEFGRID3
* xyz 0 1
C 2.6174 -0.2401 0.2410
C 1.4040 -0.0842 0.3127
C 0.0110 -0.0073 0.1655
C -0.8359 1.6380 -0.1943
C -0.9885 -1.1389 0.0692
H 3.5912 -0.1311 0.1350
H -1.7608 1.7575 -0.6248
H -0.1007 2.3818 -0.1144
H -2.0218 -0.7242 0.3829
H -0.7181 -2.1440 0.5560
H -1.1978 -1.3075 -0.9289
*
```

These are the Löwdin partial charges, in e, on atoms 1 to 6:
1 C 0.146
2 C -0.151
3 C -0.193
4 C 0.161
5 C -0.128
6 H -0.024

=====

The winner here is one, beating the second structure by 12.0 kcal/mol.

=====

## one
Computed, not measured: a structure of composition C2H4P2, with ωB97M-V/def2-TZVPD.

Output
HOMO-LUMO gap	9.10	eV

Geometry as ORCA input:
```
! wB97M-V def2-TZVPD RIJCOSX def2/J DEFGRID3
* xyz 0 1
C -0.2429 -0.9948 0.8796
C -0.1652 0.9529 -0.4319
P -0.6783 0.5639 1.3191
P -0.0382 -0.8888 -0.9009
H -0.1715 -1.9967 1.3626
H -0.8825 1.6901 -1.0570
H 0.8206 1.4742 -0.2391
H 1.3580 -0.8009 -0.9323
*
```

These are the Löwdin partial charges, in e, on atoms 1 to 6:
1 C -0.757
2 C -0.719
3 P 0.765
4 P 0.719
5 H 0.001
6 H 0.063

=====

## two
Computed, not measured: a structure of composition C2H4P2, with ωB97M-V/def2-TZVPD.

Output
HOMO-LUMO gap	7.96	eV

Geometry as ORCA input:
```
! wB97M-V def2-TZVPD RIJCOSX def2/J DEFGRID3
* xyz 0 1
C 1.1905 0.7478 0.9187
C -0.3592 -1.0778 0.4233
P 0.2441 -0.1630 1.9427
P 0.9527 -0.0880 -0.6767
H 1.8400 1.4885 1.1212
H 0.0725 -2.1170 0.4932
H -1.3505 -0.9722 -0.1257
H 0.2775 1.4414 -1.7888
*
```

These are the Löwdin partial charges, in e, on atoms 1 to 6:
1 C -0.762
2 C -0.664
3 P 0.774
4 P 0.675
5 H -0.067
6 H 0.012

=====

## three
Computed, not measured: a structure of composition C2H4P2, with ωB97M-V/def2-TZVPD.

Output
HOMO-LUMO gap	8.84	eV

Geometry as ORCA input:
```
! wB97M-V def2-TZVPD RIJCOSX def2/J DEFGRID3
* xyz 0 1
C -0.5301 -1.2344 0.2123
C -0.0119 1.0168 -0.3720
P -1.5925 0.0573 -0.0413
P 1.0515 -0.5313 -0.3073
H -0.7544 -2.2608 0.4538
H 0.0032 1.5387 -1.3303
H 0.2262 1.7330 0.4150
H 1.6080 -0.3194 0.9700
*
```

These are the Löwdin partial charges, in e, on atoms 1 to 6:
1 C -0.721
2 C -0.692
3 P 0.783
4 P 0.716
5 H -0.022
6 H 0.008

=====

The winner here is three, beating the second structure by 10.2 kcal/mol.

=====

## one
Computed, not measured: a structure of composition C18H14BrN4O6PdS4Sb, with ωB97M-V/def2-TZVPD.

Output
HOMO-LUMO gap (spin up / spin down)	7.69 / 6.22	eV

Geometry as ORCA input:
```
! wB97M-V def2-TZVPD RIJCOSX def2/J DEFGRID3
* xyz -1 2
Pd 0.6147 -2.5810 -0.0322
C -0.4876 4.0773 0.8263
C 0.2869 3.0764 0.0124
C 1.0697 2.1085 0.6412
C 1.8093 1.1980 -0.0906
C 1.7782 1.2683 -1.4770
C 0.9983 2.2098 -2.1293
C 0.2505 3.1045 -1.3780
S 2.7781 0.1552 -2.4150
O 2.7816 0.6476 -3.7670
O 4.0232 -0.0372 -1.7211
N 2.0356 -1.2908 -2.2886
C 0.6949 -1.3918 -2.7116
C 0.3365 -1.0340 -4.0107
C -0.9927 -1.0775 -4.3819
C -1.9446 -1.4948 -3.4651
C -1.5144 -1.8686 -2.2074
N -0.2354 -1.8178 -1.8372
H -1.0569 3.5952 1.6228
H -1.1791 4.6407 0.1993
H 0.1915 4.7904 1.2990
H 1.0897 2.0604 1.7235
H 2.4003 0.4345 0.4002
H 1.0003 2.2465 -3.2101
H -0.3596 3.8464 -1.8804
H 1.1130 -0.7211 -4.6917
H -1.2821 -0.7965 -5.3868
H -2.9947 -1.5431 -3.7158
H -2.2071 -2.2136 -1.4511
S 5.0778 -3.2900 -2.4117
Sb 3.1956 -2.8483 -1.2997
S 2.8124 -2.4347 0.9567
S 1.3958 -4.3242 -1.3639
Br -1.6147 0.4595 7.1824
C -1.5200 0.6047 5.2945
C -1.8997 1.7905 4.6862
N -1.8608 1.9570 3.3681
C -1.4249 0.9400 2.6257
C -1.0220 -0.2792 3.1545
C -1.0827 -0.4570 4.5274
C -0.5509 -1.4130 2.2721
O -0.1874 -1.0482 1.0995
O -0.5564 -2.5545 2.7234
H -2.2474 2.6262 5.2824
H -1.3880 1.0888 1.5536
H -0.7935 -1.4075 4.9549
O -3.0852 -2.7710 1.0136
N -2.5643 -3.8224 1.2134
O -1.6820 -4.4088 0.6907
*
```

These are the Löwdin partial charges, in e, on atoms 1 to 6:
1 Pd 0.435
2 C -0.046
3 C -0.268
4 C -0.039
5 C -0.044
6 C -0.274

=====

## two
Computed, not measured: a structure of composition C18H14BrN4O6PdS4Sb, with ωB97M-V/def2-TZVPD.

Output
HOMO-LUMO gap (spin up / spin down)	6.00 / 6.59	eV

Geometry as ORCA input:
```
! wB97M-V def2-TZVPD RIJCOSX def2/J DEFGRID3
* xyz -1 2
Pd 0.5570 0.0326 -2.0640
C 1.2802 -2.1225 5.8296
C 0.9388 -1.2225 4.6726
C 0.6420 -1.7535 3.4194
C 0.3514 -0.9304 2.3445
C 0.3564 0.4464 2.5261
C 0.6527 0.9987 3.7618
C 0.9387 0.1601 4.8289
S -0.0488 1.4916 1.1530
O -1.4348 1.2938 0.8411
O 0.4207 2.8145 1.4813
N 0.7969 0.8306 -0.0362
C 2.1176 1.0412 -0.2739
C 3.1233 1.6333 0.5014
C 4.3882 1.6933 -0.0377
C 4.6583 1.1883 -1.3148
C 3.6243 0.6257 -2.0259
N 2.4066 0.5535 -1.4953
H 0.9487 -3.1438 5.6451
H 0.8142 -1.7730 6.7517
H 2.3595 -2.1484 5.9964
H 0.6420 -2.8283 3.2812
H 0.1395 -1.3452 1.3655
H 0.6567 2.0748 3.8740
H 1.1663 0.5875 5.7991
H 2.8882 2.0466 1.4703
H 5.1851 2.1492 0.5366
H 5.6454 1.2434 -1.7483
H 3.7357 0.2247 -3.0247
S 2.2632 2.5373 -6.1534
Sb 0.6935 1.3933 -5.0066
S 1.2833 -0.7218 -4.1415
S 0.2288 2.2283 -2.8576
Br -5.9786 -0.1283 0.6618
C -5.3387 -0.2583 -1.1165
C -6.2434 -0.4568 -2.1475
N -5.8716 -0.5489 -3.4204
C -4.5725 -0.4412 -3.6905
C -3.6007 -0.2548 -2.7169
C -3.9880 -0.1579 -1.3869
C -2.1547 -0.1357 -3.1145
O -1.8429 0.1208 -4.2680
O -1.3750 -0.3312 -2.1047
H -7.3029 -0.5412 -1.9348
H -4.2732 -0.5057 -4.7291
H -3.2503 0.0031 -0.6106
O 0.9389 -1.7729 -1.1550
N 0.5086 -2.9494 -1.5599
O -0.0745 -2.9410 -2.6059
*
```

These are the Löwdin partial charges, in e, on atoms 1 to 6:
1 Pd 0.813
2 C -0.058
3 C -0.277
4 C -0.031
5 C -0.038
6 C -0.277

=====

The winner here is one, beating the second structure by 18.3 kcal/mol.